A cluster of 2 separate species, C2H7NO3S2 in total, computed with ωB97M-V/def2-TZVPD.

```
15
Properties=species:S:1:pos:R:3:forces:R:3
C 1.363 -1.977 0.236 1.055 -1.435 -3.518
C -0.289 -0.435 -0.703 0.844 -1.289 -2.635
N 0.321 -1.137 0.260 -2.874 3.044 4.533
O -2.582 -0.544 0.424 1.757 0.135 -0.161
O -0.873 1.155 1.271 -0.008 -1.564 -0.618
O -2.060 1.510 -0.778 -0.596 0.950 -1.860
S 2.548 2.315 -0.087 1.249 -0.779 0.768
S -1.426 0.582 0.059 -1.885 0.710 1.128
H 1.549 -2.544 1.096 0.374 -0.675 0.992
H 1.279 -2.441 -0.776 1.133 -0.326 0.913
H 1.900 3.439 -0.111 -0.719 0.955 -0.137
H -0.251 -0.990 -1.678 -0.865 1.436 0.495
H -3.357 -0.090 0.748 -0.574 0.454 0.239
H 0.011 -0.602 1.097 1.647 -1.410 0.495
H 1.868 1.758 -1.058 -0.537 -0.206 -0.633
```
Positions in Å, forces in eV/Å.

## Properties
multiplicity: 3
E: -1157.058578 Eh
energy relative to the best compared isomer or geometry (same formula, charge and spin): 33.5 kJ/mol
<S²>: 2.0059
LUMO level (spin up / spin down): 0.54 / -1.83 eV
Kohn-Sham gap (spin up / spin down): 7.36 / 7.77 eV

A structure of composition C19H46AlO15P3, computed with ωB97M-V/def2-TZVPD.

```
84
Properties=species:S:1:pos:R:3:forces:R:3
Al -1.059 -1.879 1.876 0.152 0.066 -0.045
O -7.092 -4.286 2.825 1.258 0.997 0.629
C -5.847 -3.838 2.734 -3.714 -1.724 0.627
O -5.114 -4.019 1.777 1.621 0.269 -1.252
O -5.315 -3.259 3.684 0.932 0.785 0.519
H -7.404 -4.722 2.029 -0.110 -0.309 -0.555
C -1.122 2.680 -5.126 0.148 0.599 -0.465
C -0.377 1.619 -4.304 -1.262 2.405 0.580
O 0.882 2.345 -3.992 -0.527 -1.373 0.528
P 1.876 1.730 -2.916 2.062 1.035 -1.512
O 1.352 0.785 -1.956 -0.785 -0.740 1.089
O 3.017 1.010 -3.832 -1.581 0.226 2.985
C 2.974 1.189 -5.193 1.067 -0.656 -2.119
C 3.431 -0.140 -5.854 0.043 1.190 1.180
O 2.639 3.022 -2.334 -1.201 -1.084 -0.833
C 1.832 4.194 -2.121 -1.421 0.776 -0.285
C 2.394 5.393 -2.852 0.825 -0.403 0.912
H -1.310 3.603 -4.578 0.021 -0.303 0.856
H -0.490 3.115 -5.900 -0.003 -0.690 -0.542
H -2.107 2.422 -5.516 0.268 -0.527 -0.150
H -0.943 1.560 -3.375 0.289 -0.432 0.194
H -0.320 0.614 -4.725 0.769 0.275 -0.275
H 2.001 1.524 -5.551 0.251 -0.029 -0.069
H 3.717 1.977 -5.313 0.095 0.317 -0.996
H 4.441 -0.330 -5.492 0.160 -0.043 -0.425
H 2.829 -0.910 -5.372 -0.271 -0.227 -0.634
H 3.380 -0.064 -6.941 -0.056 -0.339 0.176
H 0.821 4.185 -2.528 -0.127 -1.224 -0.311
H 1.596 4.253 -1.059 0.921 0.505 0.212
H 1.731 6.235 -2.654 0.358 0.192 0.075
H 3.412 5.518 -2.481 0.003 0.705 -0.182
H 2.435 5.230 -3.929 -0.112 -0.189 0.069
C -7.941 1.968 2.538 -0.664 -0.106 1.708
C -7.731 1.613 1.110 0.843 -0.052 0.108
O -6.891 2.640 0.524 1.911 -0.895 -1.802
P -5.580 2.249 -0.412 -0.295 2.279 -0.581
O -4.566 1.325 0.119 -0.366 -0.232 0.778
O -4.968 3.714 -0.840 -1.977 -3.377 -0.077
C -4.747 4.685 0.173 1.567 0.782 0.160
C -5.526 5.919 -0.112 -1.088 0.763 0.327
O -6.114 1.665 -1.817 -0.244 1.287 1.047
C -6.695 0.385 -1.905 1.093 -1.700 1.092
C -7.072 0.143 -3.299 -0.297 1.595 -1.562
H -8.928 1.604 2.824 -0.014 0.020 0.258
H -7.218 1.499 3.206 0.104 -0.365 -0.208
H -7.874 3.003 2.873 -0.270 0.282 -0.874
H -7.232 0.644 1.121 0.279 -0.024 -0.373
H -8.650 1.470 0.542 -0.004 0.577 -0.142
H -4.971 4.317 1.175 -0.153 -0.155 -0.072
H -3.673 4.862 0.118 0.085 0.114 0.270
H -5.470 6.612 0.727 -0.152 -0.241 0.345
H -5.290 6.580 -0.946 0.460 -0.739 -0.416
H -6.554 5.577 -0.229 -0.244 0.416 0.047
H -5.919 -0.350 -1.692 0.753 -0.134 0.156
H -7.356 0.079 -1.094 -0.898 0.907 -0.100
H -7.699 -0.716 -3.539 0.400 0.030 0.162
H -7.512 1.063 -3.683 -0.959 -0.083 0.092
H -6.145 0.253 -3.861 0.160 -1.040 -0.291
C 5.861 -4.287 7.254 -0.914 0.112 1.880
C 5.104 -4.358 5.927 0.281 -0.056 1.753
O 5.743 -3.497 5.039 1.424 0.910 -2.506
P 5.305 -3.483 3.519 0.394 0.446 -1.766
O 3.838 -3.345 3.222 1.827 -0.360 0.444
O 6.227 -2.223 2.991 -1.285 -1.106 0.680
C 5.873 -1.577 1.718 2.296 -1.651 -0.475
C 5.945 -2.702 0.633 -2.207 1.012 -0.420
O 5.922 -4.861 2.832 -1.665 1.809 0.899
C 7.305 -5.153 2.948 1.155 -0.167 0.488
C 7.590 -6.107 4.135 0.438 0.236 -0.895
H 5.200 -4.607 8.059 -0.444 -0.618 -0.143
H 6.751 -4.885 7.447 0.041 -0.216 -0.978
H 6.093 -3.325 7.712 0.071 0.628 -1.058
H 5.142 -5.402 5.613 -0.363 0.046 -0.395
H 4.106 -3.921 5.912 -0.398 -0.831 0.965
H 5.028 -0.911 1.893 -0.350 -0.609 -0.518
H 6.726 -0.971 1.415 0.074 0.421 0.910
H 4.941 -3.119 0.555 0.095 -0.676 0.105
H 6.093 -2.295 -0.367 0.322 0.289 0.088
H 6.682 -3.489 0.800 -0.050 0.416 0.342
H 7.618 -5.682 2.048 -0.374 -0.156 -0.139
H 7.867 -4.221 2.883 0.140 0.081 0.655
H 7.137 -7.040 3.799 -0.249 -0.128 0.735
H 8.655 -6.316 4.227 0.155 0.124 -0.362
H 7.317 -5.779 5.138 -0.518 0.081 -0.315
```
Positions in Å, forces in eV/Å.

## Properties
E: -3146.006944 Eh
energy relative to the best compared isomer or geometry (same formula, charge and spin): 630.5 kJ/mol
net charge: +2
LUMO level: -12.64 eV
Kohn-Sham gap: 1.32 eV

A structure of composition C21H21BBaN12O6, computed with ωB97M-V/def2-TZVPD.

```
62
Properties=species:S:1:pos:R:3:forces:R:3
Ba 0.002 0.255 -1.108 -0.387 -0.401 -0.814
O -2.700 2.600 -0.564 -1.333 0.137 1.233
C -2.540 3.505 0.494 -0.254 -0.250 -0.224
C -1.688 4.714 0.116 0.185 -0.127 -0.005
N -0.261 4.414 0.155 -0.134 -0.016 -0.027
C 0.471 4.461 -1.095 0.047 0.205 0.254
C -0.089 3.573 -2.237 0.212 0.256 -0.012
O 0.141 3.974 -3.363 -0.095 -0.182 0.034
O -0.689 2.506 -1.866 0.822 0.814 -1.024
C 0.319 4.111 1.355 0.109 0.413 -0.172
C 0.681 2.402 1.635 0.017 -0.226 0.320
O 0.675 2.214 2.824 -0.014 0.053 -0.068
O 0.900 1.798 0.597 0.435 0.810 0.773
H -1.852 2.527 -1.054 0.178 0.176 -0.262
H -2.101 3.022 1.379 0.032 0.067 0.056
H -3.529 3.867 0.787 -0.037 0.002 -0.022
H -1.876 5.551 0.795 -0.036 -0.049 0.042
H -1.934 5.022 -0.900 -0.062 0.033 0.013
H 1.504 4.175 -0.895 0.010 -0.046 -0.123
H 0.442 5.492 -1.457 0.116 -0.018 -0.037
H -0.304 4.383 2.199 0.020 -0.046 0.035
H 1.343 4.479 1.448 -0.003 -0.108 -0.063
C -1.952 -0.635 3.299 0.056 -0.006 -0.017
C -2.081 0.070 2.094 -0.067 0.026 0.055
N -1.355 -0.480 1.138 0.173 -0.396 0.227
N -0.738 -1.561 1.690 0.080 -0.024 -0.353
C -1.085 -1.656 2.991 0.151 -0.222 0.016
B 0.246 -2.536 0.895 -0.053 0.248 0.006
N -0.378 -2.959 -0.479 -0.136 0.204 0.087
C -0.231 -4.163 -1.079 0.276 -0.001 0.303
C -0.947 -4.165 -2.249 -0.065 0.072 -0.089
C -1.520 -2.881 -2.301 0.079 -0.145 0.000
N -1.186 -2.172 -1.242 0.086 -0.249 0.312
N 1.671 -1.892 0.718 -0.142 0.111 -0.195
C 2.635 -1.704 1.647 -0.234 -0.114 0.170
C 3.652 -0.967 1.095 0.009 0.092 -0.080
C 3.223 -0.713 -0.220 0.037 -0.185 0.230
N 2.047 -1.272 -0.443 -0.001 -0.615 0.190
N 0.333 -3.815 1.736 0.136 -0.180 0.106
C -0.723 -4.616 2.008 -0.019 0.060 -0.048
C -0.277 -5.672 2.764 -0.021 0.051 -0.044
C 1.102 -5.423 2.903 0.056 -0.048 0.047
N 1.465 -4.313 2.285 -0.122 0.029 -0.040
H -2.403 -0.431 4.254 -0.027 0.020 -0.017
H -2.676 0.941 1.865 0.014 -0.034 0.021
H -0.693 -2.455 3.599 -0.031 0.048 0.054
H 0.375 -4.923 -0.614 -0.016 -0.040 -0.075
H -1.031 -4.965 -2.963 -0.008 0.003 0.001
H -2.133 -2.427 -3.062 0.002 -0.039 -0.036
H 2.532 -2.137 2.626 0.034 0.034 0.009
H 4.561 -0.655 1.579 0.010 0.011 -0.029
H 3.687 -0.140 -1.009 0.039 -0.012 0.010
H -1.701 -4.364 1.632 -0.021 -0.056 0.032
H -0.860 -6.492 3.147 0.025 -0.017 0.016
H 1.848 -6.005 3.422 -0.020 -0.016 0.005
O -0.194 -0.114 -3.557 -0.389 -0.257 -0.871
N -0.108 0.415 -4.714 0.438 0.114 0.380
C 0.953 1.193 -4.854 -0.055 0.047 -0.236
C 1.176 1.856 -6.099 -0.007 -0.032 0.092
N 1.378 2.380 -7.104 0.008 -0.011 0.013
C 1.866 1.360 -3.762 0.069 0.022 -0.210
N 2.604 1.448 -2.880 -0.169 0.012 0.053
```
Positions in Å, forces in eV/Å.

## Properties
multiplicity: 2
E: -1971.911160 Eh
energy relative to the best compared isomer or geometry (same formula, charge and spin): 143.9 kJ/mol
<S²>: 0.7568
net charge: -1
LUMO level (spin up / spin down): 2.30 / 0.05 eV
Kohn-Sham gap (spin up / spin down): 8.14 / 5.89 eV

A structure of composition C18H34N4O6SeSiW, computed with ωB97M-V/def2-TZVPD.

```
65
Properties=species:S:1:pos:R:3:forces:R:3
W -0.075 -0.089 0.576 -0.117 0.497 -0.097
O 1.171 1.537 1.829 -0.102 -0.055 0.045
C 1.074 2.901 1.389 -0.006 0.011 -0.051
C 1.375 2.949 -0.087 -0.006 -0.016 0.000
N 0.612 1.894 -0.806 -0.011 -0.055 0.051
C 1.462 1.290 -1.845 0.031 0.010 -0.042
C 2.204 0.095 -1.275 0.012 0.019 0.087
O 3.022 -0.546 -1.838 0.037 0.022 0.019
O 1.757 -0.214 -0.012 0.086 -0.050 -0.166
C -0.667 2.351 -1.360 -0.037 0.018 -0.033
C -1.578 1.144 -1.498 0.094 -0.150 -0.009
O -2.728 1.166 -1.779 0.002 0.035 -0.024
O -0.924 -0.037 -1.195 -0.216 0.036 0.056
H 2.097 1.270 1.908 0.092 -0.019 0.014
H 0.061 3.222 1.617 0.000 0.009 -0.017
H 1.763 3.524 1.958 0.000 0.005 -0.007
H 1.163 3.933 -0.510 0.003 0.001 -0.002
H 2.437 2.753 -0.239 0.005 -0.006 0.009
H 0.866 0.933 -2.683 -0.011 -0.002 0.007
H 2.187 2.001 -2.244 -0.012 0.002 -0.020
H -1.142 3.052 -0.676 -0.006 -0.009 -0.003
H -0.555 2.846 -2.328 -0.008 0.005 0.008
N -2.029 -1.252 0.764 0.091 0.012 0.003
C -2.416 -2.388 1.651 -0.037 0.017 -0.012
C -1.708 -3.676 1.285 0.008 0.005 -0.013
C -1.641 -3.884 -0.229 0.038 0.031 0.020
C -0.289 -3.532 -0.827 0.009 0.008 0.016
N 0.353 -2.199 -0.471 -0.130 0.057 0.000
H -2.685 -0.503 0.968 -0.036 0.022 -0.066
H -2.231 -1.504 -0.203 0.044 -0.061 0.036
H -3.494 -2.512 1.526 -0.001 -0.005 0.031
H -2.231 -2.098 2.685 0.021 -0.035 -0.017
H -2.244 -4.493 1.768 -0.018 0.003 -0.013
H -0.703 -3.677 1.709 -0.053 -0.029 -0.034
H -2.449 -3.357 -0.746 -0.023 -0.026 0.006
H -1.804 -4.934 -0.473 0.020 -0.005 0.002
H -0.342 -3.579 -1.913 -0.019 0.011 0.007
H 0.430 -4.290 -0.514 0.008 -0.004 0.000
H 0.630 -1.809 -1.368 0.022 -0.054 0.008
H 1.236 -2.420 -0.015 0.043 -0.009 0.024
C -1.460 2.288 3.904 -0.004 -0.017 -0.002
Si -2.385 1.968 2.338 0.028 -0.029 -0.046
C -2.871 3.461 1.357 -0.003 -0.040 0.012
C -3.830 0.827 2.573 0.021 0.020 0.036
O -1.222 1.094 1.326 0.002 0.014 0.030
H -2.136 2.750 4.628 -0.001 0.002 -0.001
H -0.611 2.960 3.774 -0.033 -0.003 0.016
H -1.094 1.360 4.346 0.001 -0.002 -0.005
H -3.620 4.009 1.935 -0.002 -0.002 0.005
H -3.345 3.185 0.412 0.014 -0.002 -0.011
H -2.060 4.164 1.162 0.026 0.004 0.016
H -4.563 1.371 3.176 -0.009 -0.011 0.001
H -3.588 -0.079 3.132 0.010 0.013 -0.024
H -4.346 0.565 1.645 -0.002 0.020 -0.006
Se 0.502 -1.287 2.694 0.130 -0.198 0.011
C 2.184 -2.132 2.249 -0.020 0.054 0.203
C 3.362 -1.412 2.359 0.043 -0.041 -0.022
C 4.555 -2.068 2.080 0.000 0.072 0.023
N 4.622 -3.344 1.718 -0.054 -0.044 -0.012
C 3.488 -4.031 1.653 0.057 -0.011 -0.002
C 2.239 -3.477 1.921 0.017 0.036 -0.019
H 3.374 -0.382 2.688 0.025 0.000 0.000
H 5.498 -1.541 2.162 -0.005 0.001 -0.009
H 3.573 -5.078 1.385 -0.010 0.001 0.001
H 1.354 -4.094 1.904 -0.047 -0.079 -0.018
```
Positions in Å, forces in eV/Å.

## Properties
E: -4134.377332 Eh
energy relative to the best compared isomer or geometry (same formula, charge and spin): 0.0 kJ/mol
net charge: +2
LUMO level: -8.12 eV
Kohn-Sham gap: 6.88 eV

A structure of composition C27H21NOP2S4W, computed with ωB97M-V/def2-TZVPD.

```
57
Properties=species:S:1:pos:R:3:forces:R:3
W -0.265 1.189 -0.850 0.075 0.081 0.067
O -3.292 4.906 -3.835 -0.005 -0.001 -0.002
C -2.423 4.428 -3.192 -0.001 0.008 0.024
S -2.408 4.402 -1.399 0.004 -0.005 -0.028
C -0.912 3.521 -1.232 0.002 -0.038 0.015
C -0.256 3.146 -2.405 -0.009 0.045 0.011
S 1.129 2.084 -2.406 -0.045 -0.011 -0.005
S -0.984 3.628 -3.911 0.027 -0.032 0.004
S -0.349 3.126 0.374 0.003 -0.017 -0.037
N 0.340 -1.523 0.603 0.011 -0.023 -0.003
P 0.329 0.040 1.296 -0.046 -0.020 -0.013
C -0.865 0.009 2.634 0.010 0.001 0.010
C -1.668 -1.101 2.892 0.001 -0.003 -0.018
C -2.581 -1.065 3.936 -0.004 0.003 0.008
C -2.699 0.077 4.715 -0.001 -0.004 -0.003
C -1.899 1.185 4.462 0.002 0.004 -0.002
C -0.980 1.153 3.428 -0.001 -0.001 0.001
C 1.914 0.417 2.025 0.006 0.023 -0.016
C 2.877 1.112 1.291 -0.004 -0.011 -0.002
C 4.124 1.350 1.845 0.010 0.004 0.012
C 4.410 0.895 3.125 0.007 0.000 -0.006
C 3.454 0.203 3.859 -0.018 -0.003 0.001
C 2.203 -0.034 3.317 0.006 -0.006 -0.008
P 0.289 -1.154 -1.015 0.006 0.037 0.022
C 1.142 -2.280 -2.072 0.020 -0.013 0.020
C 2.530 -2.160 -2.188 -0.011 0.000 -0.014
C 3.218 -3.047 -2.996 0.005 -0.001 0.001
C 2.525 -4.037 -3.684 0.005 0.001 -0.001
C 1.145 -4.151 -3.571 -0.005 0.000 0.003
C 0.443 -3.274 -2.762 0.003 0.002 -0.004
C -1.387 -0.774 -1.559 -0.034 0.007 -0.044
C -2.324 -0.322 -0.591 -0.027 -0.002 0.001
C -3.369 0.521 -0.960 0.003 -0.013 0.030
C -3.555 0.908 -2.293 -0.003 0.006 -0.023
C -2.617 0.541 -3.229 0.000 -0.007 0.016
C -1.488 -0.211 -2.846 -0.005 -0.007 -0.025
H 0.520 -2.419 1.036 -0.001 0.001 0.000
H -1.582 -2.000 2.293 0.002 -0.002 0.006
H -3.195 -1.931 4.144 0.000 0.000 0.000
H -3.411 0.102 5.530 -0.001 -0.001 0.000
H -1.985 2.070 5.078 0.001 -0.002 0.002
H -0.339 2.011 3.256 0.000 -0.001 0.001
H 2.647 1.475 0.297 0.003 0.002 0.003
H 4.870 1.896 1.284 -0.004 0.002 -0.004
H 5.383 1.087 3.557 0.000 -0.003 0.002
H 3.682 -0.144 4.858 0.006 0.003 0.000
H 1.455 -0.559 3.898 -0.001 0.002 0.005
H 3.064 -1.383 -1.653 -0.001 -0.001 0.002
H 4.291 -2.967 -3.094 0.000 -0.002 0.000
H 3.067 -4.726 -4.318 -0.001 0.001 -0.001
H 0.618 -4.926 -4.111 -0.001 0.000 0.002
H -0.632 -3.362 -2.666 -0.001 -0.002 -0.001
H -2.274 -0.686 0.427 0.012 -0.001 -0.004
H -4.073 0.838 -0.200 -0.002 0.005 -0.004
H -4.410 1.509 -2.570 0.000 -0.001 -0.001
H -2.715 0.851 -4.261 0.000 0.001 -0.001
H -0.735 -0.446 -3.590 0.001 -0.008 0.003
```
Positions in Å, forces in eV/Å.

## Properties
E: -3513.544413 Eh
energy relative to the best compared isomer or geometry (same formula, charge and spin): 0.0 kJ/mol
net charge: +2
LUMO level (spin up / spin down): -7.20 / -7.20 eV
Kohn-Sham gap (spin up / spin down): 7.08 / 7.08 eV

An isolated molecule of C10H19NO, computed with ωB97M-V/def2-TZVPD.

```
31
Properties=species:S:1:pos:R:3:forces:R:3
C -0.484 1.182 0.727 -2.352 2.081 -1.762
C 1.525 -0.088 -0.109 -2.070 -0.419 -1.475
C 0.468 -1.069 0.262 3.116 -2.280 -0.462
C -0.013 2.598 0.438 0.044 0.604 -0.980
C 1.330 0.480 -1.516 -1.479 -0.196 -0.415
C 2.922 0.110 0.311 1.620 0.156 -2.025
C 1.066 -2.199 1.105 -0.807 -2.970 -1.488
C -2.152 -1.027 0.783 -0.992 -1.475 -1.348
C -2.847 -0.449 -1.568 -3.085 0.236 -1.410
C -2.076 -0.153 -0.434 0.574 -1.773 4.402
N -1.333 0.813 -0.356 1.870 3.493 -2.381
O 0.604 0.336 1.000 -0.046 0.002 0.873
H -1.170 1.286 1.532 0.097 -0.591 1.789
H 0.113 2.823 -0.646 -0.274 -0.452 0.785
H -0.590 3.439 0.864 -0.011 -0.810 0.015
H 0.938 2.585 0.872 1.795 0.820 0.781
H 2.028 -0.096 -2.146 0.066 0.452 0.221
H 1.559 1.554 -1.500 0.119 -0.309 -0.551
H 0.288 0.286 -1.969 1.695 0.466 1.060
H 3.576 -0.762 0.006 -0.609 1.139 0.046
H 3.143 0.343 1.300 -0.204 -0.133 2.055
H 3.180 1.072 -0.210 0.636 -1.077 0.182
H 1.469 -3.029 0.308 -0.927 2.176 1.321
H 0.257 -2.897 1.618 1.758 1.770 -0.308
H 1.984 -1.968 1.648 -0.334 -0.103 0.780
H -1.272 -1.657 0.878 -0.414 0.157 -0.123
H -3.010 -1.662 0.649 -0.653 -0.360 0.611
H -2.212 -0.396 1.623 -0.393 0.539 1.315
H -2.958 0.411 -2.207 0.959 0.096 -0.837
H -2.404 -1.350 -1.979 -0.520 -0.212 -0.657
H -3.929 -0.518 -1.282 0.822 -1.025 -0.014
```
Positions in Å, forces in eV/Å.

## Properties
E: -522.166928 Eh
energy relative to the best compared isomer or geometry (same formula, charge and spin): 651.0 kJ/mol
LUMO level: 0.94 eV
Kohn-Sham gap: 8.21 eV